52
Properties=species:S:1:pos:R:3:forces:R:3:nbo_charge:R:1 method="wB97M-V/def2-TZVPD" charge=+2 spin_multiplicity=3 gap_ev="7.202 / 6.837" mol_weight_g_mol=686.145
W -1.1849 -0.9108 -0.5653 0.4 -0.5 -0.1 1.852
C 3.0519 -2.5049 -1.9083 0.0 0.0 0.0 -0.652
C 3.0129 -1.1696 -1.2342 0.0 0.1 0.1 0.191
N 4.1466 -0.5234 -1.0580 -0.1 -0.1 0.0 -0.324
C 4.1684 0.6555 -0.4270 0.0 0.1 0.1 0.018
C 3.0448 1.3005 0.0381 0.0 -0.1 0.0 0.020
C 3.1681 2.6491 0.6939 0.0 0.1 0.0 -0.104
O 2.3941 2.6706 1.8916 0.0 -0.1 0.1 -0.743
C 1.7972 0.6541 -0.1663 0.0 -0.1 -0.1 -0.215
C 0.6015 1.3809 0.1222 0.0 -0.1 0.0 0.242
N -0.6472 1.0611 -0.1421 0.0 0.4 0.1 -0.587
C -1.6041 2.1474 -0.0531 0.0 -0.2 0.0 0.036
C -1.1937 3.4693 -0.2273 -0.1 0.0 0.0 -0.156
C -2.0932 4.5145 -0.1030 0.0 0.0 0.0 -0.175
C -3.4282 4.2657 0.1686 0.0 0.0 0.0 -0.163
C -3.8710 2.9579 0.2733 0.0 -0.2 0.0 -0.208
C -2.9632 1.9163 0.1501 0.0 0.3 0.0 -0.164
I -3.7338 -0.0307 0.1267 -0.2 0.1 0.1 0.484
C 1.8012 -0.6163 -0.7655 0.1 0.0 0.1 0.336
O 0.6928 -1.3459 -0.8617 -0.1 0.1 0.0 -0.741
H 3.9344 -2.5568 -2.5401 0.0 0.0 0.0 0.266
H 2.1625 -2.6807 -2.5119 0.0 0.0 0.0 0.217
H 3.1288 -3.3027 -1.1659 0.0 0.0 0.0 0.234
H 5.1476 1.1005 -0.2957 0.0 0.0 0.0 0.220
H 2.8235 3.4359 0.0101 0.0 0.0 0.0 0.184
H 4.2218 2.8398 0.8981 0.0 0.0 0.0 0.214
H 2.7815 3.2972 2.5119 0.0 0.0 0.0 0.502
H 0.7607 2.3392 0.6011 0.0 0.0 -0.1 0.251
H -0.1736 3.6977 -0.5001 0.0 0.0 0.0 0.227
H -1.7474 5.5295 -0.2401 0.0 0.0 0.0 0.250
H -4.1334 5.0792 0.2631 0.0 0.0 0.0 0.254
H -4.9209 2.7542 0.4362 0.0 0.0 0.0 0.247
C -1.1969 -0.1921 2.6390 0.0 0.0 0.0 -0.253
O -0.8532 -1.1362 1.5799 0.0 0.0 0.3 -0.573
C -0.8282 -2.4805 2.1373 0.0 0.0 -0.1 -0.087
C -0.3741 -3.3930 1.0426 0.0 0.1 0.0 -0.099
O -1.2070 -3.0919 -0.1010 0.1 -0.2 0.0 -0.566
C -0.9939 -4.1085 -1.1364 0.0 0.1 0.0 -0.252
H -0.4218 -0.2578 3.3999 0.0 0.0 0.0 0.225
H -2.1679 -0.4597 3.0534 0.0 0.0 0.0 0.213
H -1.2222 0.8072 2.2227 0.0 0.0 0.0 0.217
H -1.8383 -2.7220 2.4746 0.0 0.0 0.0 0.215
H -0.1421 -2.4917 2.9838 0.0 0.0 0.0 0.237
H -0.5258 -4.4338 1.3269 0.0 0.0 0.0 0.239
H 0.6706 -3.2316 0.7699 0.0 0.0 0.0 0.220
H -1.0835 -5.0812 -0.6594 0.0 0.0 0.0 0.217
H 0.0002 -3.9708 -1.5612 0.0 0.0 0.0 0.206
H -1.7677 -3.9879 -1.8807 0.0 0.0 0.0 0.239
O -1.0926 -0.0494 -2.5139 0.1 0.1 -0.1 -0.616
C -1.8104 -0.9580 -2.9980 -0.1 0.0 -0.1 0.672
O -2.2074 -1.8195 -2.1464 -0.2 0.0 0.0 -0.671
H -2.0836 -1.0160 -4.0523 0.0 0.0 0.0 0.200